(1)
38
Properties=species:S:1:pos:R:3:forces:R:3 method="wB97M-V/def2-TZVPD" molar_mass_g_mol=571.71 homo_energy_ev="-8.626 / -8.751" s_squared=0.7660 spin_multiplicity=2 homo_lumo_gap_ev="7.16 / 6.31"
Ir -0.1524 0.1618 0.2746 0.73 -0.01 0.76
O 1.2621 -3.7297 -1.7830 0.08 -0.03 0.00
C 0.6927 -2.8490 -0.9640 -0.07 0.08 -0.08
O -0.3926 -2.3541 -1.1460 0.13 -0.17 0.04
C 1.5226 -2.5477 0.2457 -0.01 0.08 0.05
C 2.6579 -3.2249 0.6358 -0.07 -0.03 0.04
C 3.2217 -2.8943 1.8688 0.06 -0.05 -0.02
C 2.6160 -1.9569 2.6822 -0.05 0.03 0.05
C 1.4823 -1.3062 2.2101 -0.02 -0.13 -0.13
N 1.0047 -1.5769 1.0029 -0.40 0.04 -0.34
C 0.6387 -0.3357 3.0314 0.11 0.05 0.16
O 0.9100 -0.1972 4.2042 -0.01 0.00 -0.05
O -0.3371 0.2013 2.3794 -0.08 -0.02 -0.15
H 0.6677 -3.8732 -2.5355 -0.02 0.02 0.02
H 3.0785 -4.0007 0.0134 -0.02 0.01 -0.03
H 4.1207 -3.3997 2.1957 -0.01 0.00 0.02
H 2.9826 -1.7123 3.6690 -0.02 0.01 0.00
S 0.4374 0.4720 -1.9416 0.05 0.23 -0.02
C 1.0694 2.0106 -1.4322 0.00 -0.16 0.00
S 0.7065 2.1791 0.2850 -0.32 -0.01 -0.34
C 1.7463 2.9245 -2.1716 -0.03 -0.04 0.03
C 2.1950 4.1465 -1.5817 -0.01 0.02 -0.02
N 2.5379 5.1222 -1.0792 0.01 0.00 0.00
C 2.0205 2.6736 -3.5515 0.02 0.09 -0.02
N 2.2367 2.4726 -4.6625 -0.01 -0.04 0.01
C -3.1078 -0.3357 -1.2510 0.03 -0.01 0.00
Si -2.3986 0.9217 -0.0614 -0.12 -0.01 0.09
C -3.2136 0.8002 1.6111 -0.04 0.08 -0.06
C -2.5272 2.6431 -0.7674 0.03 -0.04 -0.03
H -4.1612 -0.0917 -1.4216 0.00 0.00 0.03
H -3.0589 -1.3523 -0.8592 0.03 0.00 0.00
H -2.5931 -0.3102 -2.2118 0.00 0.00 0.00
H -4.2367 1.1818 1.5372 0.00 -0.01 0.00
H -2.6746 1.3857 2.3552 -0.01 0.00 0.01
H -3.2575 -0.2301 1.9655 0.03 0.00 0.00
H -3.5793 2.8738 -0.9567 0.00 -0.01 -0.01
H -1.9858 2.7200 -1.7121 0.00 0.02 0.00
H -2.1315 3.3879 -0.0772 -0.01 0.00 0.01

***

(2)
41
Properties=species:S:1:pos:R:3:forces:R:3 method="wB97M-V/def2-TZVPD" molar_mass_g_mol=412.29 homo_energy_ev=-11.418 homo_lumo_gap_ev=6.71 charge=+1
Sc 0.0132 -0.1438 0.0574 -0.08 0.59 -0.22
O -0.3105 6.8541 0.4301 -0.14 0.02 -0.22
C 0.3730 6.1683 1.4440 0.29 0.21 0.39
C 0.2924 4.6947 1.1917 -0.15 -0.37 -0.07
C 0.5275 3.7594 2.1975 -0.01 0.02 -0.28
C 0.4214 2.4144 1.8985 0.07 0.01 0.32
N 0.0974 1.9494 0.6830 0.05 0.67 -0.10
C -0.1297 2.8517 -0.3053 0.02 0.33 0.26
C -0.0397 4.2184 -0.0724 0.04 -0.29 0.02
C -0.4947 2.3063 -1.6356 -0.07 0.10 -0.42
C -0.8281 3.1335 -2.7005 0.04 -0.25 0.20
C -1.1702 2.5879 -3.9338 0.24 -0.23 0.23
C -1.5004 3.4928 -5.0817 -0.36 -0.12 -0.35
O -0.8029 4.7006 -4.9209 0.16 0.17 0.12
C -1.1658 1.2005 -4.0535 -0.02 0.22 0.20
C -0.8147 0.4348 -2.9570 -0.05 -0.22 -0.23
N -0.4795 0.9552 -1.7682 -0.19 0.53 -0.36
H -0.3076 7.7996 0.6140 0.04 -0.07 0.00
H -0.0455 6.3846 2.4361 0.04 -0.07 -0.09
H 1.4372 6.4557 1.4662 -0.12 -0.10 0.06
H 0.7828 4.0823 3.1949 0.01 -0.10 0.12
H 0.5893 1.6676 2.6699 0.00 0.08 -0.06
H -0.2190 4.9444 -0.8476 -0.06 -0.04 -0.08
H -0.8282 4.2066 -2.6096 0.05 0.04 0.08
H -2.5894 3.6680 -5.0829 0.13 -0.13 -0.01
H -1.2434 2.9946 -6.0249 -0.02 0.01 0.12
H -0.9407 5.2632 -5.6905 -0.03 -0.04 0.05
H -1.4219 0.7307 -4.9904 0.02 -0.14 -0.03
H -0.7833 -0.6489 -3.0352 -0.03 0.11 0.00
N 0.4680 -3.4358 1.2780 0.04 -0.26 0.10
C -0.7752 -2.8723 1.3461 -0.62 0.75 -0.16
N -1.8853 -3.3985 1.8331 1.66 -0.99 0.01
N -2.8185 -2.4829 1.6823 -1.01 0.75 -0.06
N -2.3644 -1.4265 1.1356 -0.53 0.69 -0.16
N -1.0430 -1.6054 0.8870 0.10 -1.61 0.64
C 1.5415 -2.7715 0.7544 0.41 0.80 -0.41
N 2.7842 -3.2016 0.6226 -1.37 -1.12 0.78
N 3.4538 -2.2140 0.0672 0.79 0.83 -0.52
N 2.7133 -1.2022 -0.1538 0.34 0.74 -0.37
N 1.4565 -1.4896 0.2676 0.34 -1.60 0.56
H 0.5980 -4.3757 1.6266 -0.02 0.10 -0.04

***

(3)
30
Properties=species:S:1:pos:R:3:forces:R:3 method="wB97M-V/def2-TZVPD" molar_mass_g_mol=314.95 homo_energy_ev=-6.454 homo_lumo_gap_ev=5.81
Sr -0.5934 -1.3018 -1.5035 -1.37 0.61 -0.32
C -0.5632 -0.8816 -4.8959 -0.35 0.12 0.12
H 0.5222 -0.7331 -4.8172 -0.32 -0.01 0.15
H -0.7864 -1.9362 -5.1202 0.06 0.37 0.16
H -0.9315 -0.2688 -5.7330 0.13 -0.23 0.35
H -1.1169 -0.5403 -3.9851 0.41 -0.20 -0.79
H -2.8678 -0.4453 -1.4237 0.63 -0.72 -0.17
S 0.8867 0.9480 2.6145 -0.46 -0.99 -0.34
C 0.4101 -0.6644 3.1080 0.00 -0.29 0.42
C 0.5434 -1.2112 4.3749 -0.12 -0.23 -0.01
C 0.0960 -2.5206 4.5847 0.05 0.28 -0.32
C -0.4811 -3.2629 3.5316 0.09 0.50 -0.35
C -0.6072 -2.7144 2.2435 0.21 0.07 0.58
C -0.1335 -1.4148 2.0539 0.46 1.12 -0.80
N -0.1058 -0.7128 0.8283 0.73 1.53 1.49
C 0.3703 0.5442 0.9964 -0.74 -1.79 -0.17
C 0.4289 1.5186 -0.0737 0.66 1.83 -0.33
C 0.9699 2.8131 0.1498 -0.35 -0.75 -0.10
C 1.0436 3.7102 -0.9116 0.07 -0.16 0.46
C 0.5740 3.3363 -2.1685 -0.46 -0.50 -0.68
C 0.0182 2.0513 -2.3847 0.59 2.00 -0.18
C -0.0400 1.1816 -1.3390 -0.16 -2.80 0.16
H 1.0009 -0.5877 5.1421 -0.18 -0.43 0.11
H 0.2027 -2.9576 5.5753 -0.09 0.00 -0.25
H -0.8307 -4.2718 3.7212 0.02 0.10 -0.01
H -1.0657 -3.2372 1.3933 0.19 0.04 0.57
H 1.3212 3.0719 1.1451 0.07 0.29 -0.13
H 1.4751 4.6944 -0.7383 -0.13 -0.17 -0.15
H 0.6324 4.0404 -2.9971 0.05 -0.01 0.15
H -0.3725 1.7524 -3.3711 0.28 0.41 0.37

***

(4)
36
Properties=species:S:1:pos:R:3:forces:R:3 method="wB97M-V/def2-TZVPD" molar_mass_g_mol=531.46 homo_energy_ev="-10.420 / -10.369" homo_lumo_gap_ev="5.05 / 4.92" charge=+1
Au 1.4494 -0.4614 -0.8360 -0.48 -0.51 -1.64
C 0.0463 -2.3524 3.1210 0.22 -0.11 -0.04
C 0.4563 -1.4747 1.9799 0.36 -0.56 0.10
N 1.3033 -1.7796 1.0650 -0.67 0.98 -0.68
N 1.9794 -2.9384 1.0150 0.18 -1.30 0.60
C 2.9296 -3.1811 0.0766 0.01 0.33 0.02
N 3.5191 -4.3776 0.1100 -0.07 -0.05 0.12
S 3.4063 -2.0652 -1.0772 -0.11 0.72 -0.17
C -0.1750 -0.1518 1.8678 -0.61 0.85 -0.03
C -1.3092 0.1934 2.6044 0.29 -0.32 -0.23
C -1.9199 1.4146 2.3722 0.19 0.14 -0.13
C -1.3454 2.2871 1.4641 -0.12 -0.25 0.14
C -0.1893 1.8858 0.8100 -0.09 0.22 0.00
N 0.3637 0.7004 0.9883 0.09 0.05 0.79
H 0.6188 -3.2748 3.1867 -0.03 0.01 0.05
H -1.0056 -2.6191 3.0150 0.00 -0.03 -0.03
H 0.1586 -1.8207 4.0648 0.02 0.01 0.01
H 1.7956 -3.6617 1.7107 -0.05 0.35 -0.26
H 3.3466 -5.0607 0.8298 -0.02 0.00 -0.05
H 4.2212 -4.5799 -0.5849 -0.04 0.00 0.10
H -1.7381 -0.4882 3.3174 -0.06 -0.13 0.11
H -2.8281 1.6733 2.8945 -0.05 0.05 0.06
H -1.7905 3.2454 1.2577 0.01 0.16 -0.04
H 0.3029 2.5364 0.1026 0.05 0.09 -0.13
S 1.6980 1.0832 -2.6712 0.33 -1.39 1.46
C 0.0904 1.6891 -2.8307 -1.62 0.08 -0.04
C -0.0758 2.9045 -3.5125 0.30 -0.59 0.05
C -1.3175 3.4755 -3.6349 -0.50 -0.08 0.18
C -2.4414 2.8375 -3.0955 0.17 0.28 -0.33
C -2.3091 1.6291 -2.4608 0.29 -0.16 0.27
C -1.0507 1.0269 -2.3150 0.45 1.19 -0.52
S -0.9804 -0.5107 -1.5474 1.69 -0.41 0.34
H 0.8011 3.3793 -3.9233 0.10 0.19 -0.07
H -1.4289 4.4271 -4.1287 0.02 0.11 -0.07
H -3.4151 3.2929 -3.1836 -0.10 0.04 -0.05
H -3.1664 1.1169 -2.0517 -0.16 0.01 0.08

***

(5)
39
Properties=species:S:1:pos:R:3:forces:R:3 method="wB97M-V/def2-TZVPD" molar_mass_g_mol=931.08 homo_energy_ev="-3.277 / -3.783" s_squared=8.8453 spin_multiplicity=6 homo_lumo_gap_ev="5.64 / 5.68" charge=-1
Fe 2.2355 -1.8532 1.8855 -0.27 0.76 -0.16
C 2.3189 1.3727 5.8945 0.02 -0.01 -0.08
C 2.2762 1.4401 4.3923 -0.06 -0.01 0.03
C 3.0525 2.3279 3.6568 0.03 0.06 0.04
C 2.9666 2.3438 2.2783 -0.02 -0.01 0.01
C 2.1523 1.3961 1.6813 0.11 0.01 -0.17
Br 2.0165 1.4000 -0.2095 0.01 -0.08 -0.05
N 1.4704 0.4803 2.3328 0.16 0.46 0.32
C 1.4876 0.5590 3.6701 -0.09 -0.12 0.02
H 2.5883 2.3358 6.3290 -0.01 0.00 0.00
H 3.0568 0.6359 6.2183 0.01 0.00 0.00
H 1.3558 1.0632 6.2998 0.00 0.02 0.00
H 3.7192 3.0175 4.1640 -0.04 0.01 -0.01
H 3.5314 3.0371 1.6740 0.00 0.01 0.00
H 0.8428 -0.1455 4.1816 0.12 -0.13 0.01
Se 2.1233 -2.9469 3.9748 -0.55 -0.13 0.22
Se 4.1124 -4.9494 0.1239 -0.01 0.13 -0.04
Te 3.5894 -2.6117 -0.2487 0.49 -0.25 -0.23
Se 4.5196 -1.2115 1.6914 0.32 0.15 -0.44
C -0.0431 0.0779 -3.6298 -0.09 0.00 0.04
N -1.3038 -0.1143 -2.9425 -0.04 -0.01 -0.02
C -1.3835 -0.3686 -1.6083 -0.09 0.15 -0.35
Se -0.0638 -1.8596 0.5070 0.12 -0.17 0.64
N -2.7196 -0.5026 -1.3957 0.02 0.01 -0.06
C -3.4783 -0.3429 -2.5505 0.01 -0.05 0.28
C -4.8371 -0.3877 -2.8131 -0.06 0.00 -0.05
C -5.2420 -0.1551 -4.1217 0.05 -0.01 0.02
C -4.3140 0.1147 -5.1310 0.03 -0.01 0.05
C -2.9510 0.1529 -4.8631 -0.07 -0.02 -0.07
C -2.5534 -0.0835 -3.5574 0.27 0.05 0.00
H 0.7491 -0.1945 -2.9376 0.00 0.01 0.00
H 0.0814 1.1178 -3.9378 -0.01 0.00 -0.01
H 0.0104 -0.5645 -4.5099 0.00 -0.01 0.01
H -3.0664 -0.7436 -0.4830 -0.02 -0.01 -0.01
H -5.5566 -0.5969 -2.0318 0.01 0.00 -0.01
H -6.2962 -0.1868 -4.3648 0.01 0.01 0.00
H -4.6637 0.2972 -6.1389 0.00 -0.01 0.00
H -2.2299 0.3541 -5.6449 -0.01 0.01 0.01
Te 0.4459 -3.7053 2.1645 -0.38 -0.81 0.03

***

(6)
35
Properties=species:S:1:pos:R:3:forces:R:3 method="wB97M-V/def2-TZVPD" molar_mass_g_mol=307.74 homo_energy_ev=-9.068 smiles="Cn1c(N)c(C(=O)CCl)c(=O)n(Cc2ccccc2)c1=O" homo_lumo_gap_ev=9.51
C -1.7720 -1.2297 -2.8146 -0.06 0.11 -0.29
N -1.3811 -0.9844 -1.4394 -0.01 -0.11 -0.14
C -1.2266 -2.0180 -0.5678 0.15 0.05 0.47
N -1.4065 -3.2605 -1.0065 -0.12 -0.08 -0.13
H -1.7757 -3.4591 -1.9181 0.02 0.07 0.02
H -1.3104 -3.9820 -0.2791 0.01 0.10 -0.16
C -0.8853 -1.7721 0.7735 0.05 -0.08 -0.17
C -0.5409 -0.4254 1.1775 -0.05 -0.37 -0.34
O -0.0835 -0.0943 2.2520 0.07 0.11 0.15
N -0.7413 0.5579 0.1979 -0.09 0.32 0.22
C -1.1782 0.3509 -1.0738 -0.12 -0.24 0.02
O -1.3804 1.2428 -1.8652 0.02 0.23 -0.12
C -0.4275 1.9447 0.5610 0.01 0.24 0.08
C 0.9799 2.2921 0.1522 -0.07 0.04 0.02
C 2.0466 1.9598 0.9781 0.01 0.02 0.05
C 3.3434 2.2490 0.5920 0.07 -0.02 0.03
C 3.5847 2.8704 -0.6219 0.08 0.01 -0.05
C 2.5251 3.1996 -1.4501 0.05 0.04 -0.07
C 1.2271 2.9105 -1.0663 -0.02 0.02 0.02
H 0.3997 3.1574 -1.7145 -0.09 0.03 -0.05
H 2.7098 3.6828 -2.3984 0.02 0.04 -0.07
H 4.5973 3.0976 -0.9219 0.08 0.02 -0.02
H 4.1675 1.9903 1.2406 0.06 -0.02 0.05
H 1.8531 1.4718 1.9216 -0.03 -0.04 0.09
H -1.1479 2.5870 0.0519 0.09 -0.09 0.13
H -0.5439 2.0186 1.6435 -0.04 0.01 -0.22
C -0.8882 -2.8716 1.7139 0.10 0.12 0.00
O -0.9730 -4.0524 1.3756 -0.01 -0.11 0.17
C -0.8704 -2.5536 3.1913 0.16 -0.15 0.30
H -0.0495 -1.8932 3.4644 -0.13 -0.14 -0.05
H -0.8576 -3.4813 3.7628 0.00 0.09 -0.18
Cl -2.3857 -1.6989 3.5762 -0.20 0.03 0.20
H -1.0320 -1.8522 -3.3197 -0.03 -0.02 0.01
H -1.8185 -0.2591 -3.3070 -0.01 -0.22 0.03
H -2.7578 -1.6957 -2.8615 0.02 -0.02 -0.01